Record 1
20
Properties=species:S:1:pos:R:3:forces:R:3:mulliken_charge:R:1 method="wB97M-V/def2-TZVPD" max_force_ev_per_a=6.888 e_homo_ev=-8.042 smiles="CN=C(N)N.CC(=O)O" homo_lumo_gap_ev=8.8 de_lowest_ev=1.938
C 0.1032 -2.2572 1.7364 0.079 0.795 -1.110 -0.7829
N 0.2565 -1.4389 0.4981 0.772 -1.744 -0.527 -0.4442
C -0.2210 -1.7745 -0.6750 -0.414 0.903 2.663 0.4916
N 0.2110 -0.9360 -1.7000 4.399 -0.938 5.217 -0.4084
N -1.2585 -2.7571 -0.8415 1.589 1.165 -0.232 -0.4608
H -0.5797 -3.0878 1.6961 -0.430 -0.567 -0.317 0.2881
H -0.3273 -1.5652 2.4247 -0.318 0.413 0.859 0.2397
H 1.0320 -2.6262 2.2150 -0.114 0.355 -0.767 0.2321
H 0.9699 -0.2520 -1.2763 -2.677 -1.663 -1.578 0.2594
H -0.3035 -0.7002 -2.4341 -2.555 1.290 -3.563 0.2002
H -1.0383 -3.6763 -0.4011 -0.675 1.200 -1.216 0.2295
H -1.7383 -2.5983 -1.7308 0.281 -1.303 0.556 0.1956
C -0.4689 3.4219 0.2433 -0.819 1.007 -0.634 -0.8398
C 0.7256 2.6332 -0.2170 -0.294 -1.364 -0.151 0.7058
O 0.6465 1.8838 -1.1736 0.443 0.861 0.456 -0.5928
O 1.8038 2.6969 0.5606 0.340 0.650 0.411 -0.4391
H -1.0932 2.8141 0.9686 0.695 0.646 -1.084 0.2228
H -0.9561 3.5812 -0.7627 -0.271 -0.226 1.426 0.2570
H -0.3066 4.4525 0.6713 0.303 -1.301 -0.241 0.3081
H 2.5429 2.1861 0.1979 -0.335 -0.181 -0.168 0.3379


Record 2
20
Properties=species:S:1:pos:R:3:forces:R:3:mulliken_charge:R:1 method="wB97M-V/def2-TZVPD" max_force_ev_per_a=1.936 e_homo_ev=-9.222 homo_lumo_gap_ev=10.1 de_lowest_ev=1.414
H 0.9076 0.7620 -1.8759 0.832 -0.019 0.154 0.2014
N 0.5742 0.1254 -1.1703 -1.710 -0.888 -0.196 -0.4642
C 1.3753 -0.6717 -0.6174 0.715 0.593 -0.634 0.2637
N 2.7704 -0.5315 -0.8534 0.718 0.624 -0.073 -0.5714
N 0.9647 -1.7096 0.2342 0.109 0.245 -0.092 -0.3561
C -0.3052 -2.3657 -0.0658 0.479 0.403 -0.125 -0.6245
H 3.2184 -1.2928 -1.3385 -0.204 -0.358 0.227 0.2522
H 3.3291 -0.2667 -0.0509 -0.225 -0.143 0.036 0.2432
H 1.0031 -1.3432 1.1833 -0.063 -0.325 -0.001 0.3019
H -0.4253 -3.0846 0.7296 -0.508 -0.265 0.069 0.3266
H -0.2065 -2.8816 -1.0192 0.057 -0.157 0.018 0.2866
H -1.1599 -1.6977 -0.1624 -0.105 -0.054 0.388 0.1805
C -1.5446 2.7522 0.9433 -1.591 0.191 -0.498 -1.0576
C -1.2915 1.2819 0.7978 -0.158 0.499 0.212 0.8336
O -0.6302 0.6224 1.5578 -0.006 -0.250 -0.299 -0.5492
O -1.9515 0.8452 -0.2844 -0.231 -0.230 -0.396 -0.4957
H -2.5901 2.9441 0.6518 0.009 -0.354 0.332 0.3283
H -1.0867 3.2961 0.1131 0.787 0.071 0.579 0.2659
H -1.4483 3.1130 1.9618 0.696 0.181 -0.196 0.3078
H -1.5031 0.1027 -0.7346 0.399 0.237 0.495 0.3269